Entry from the Open Molecules 2025 dataset: a 2-piece molecular cluster, C2H7OS overall (the ωB97M-V functional and the def2-TZVPD basis).

The value obtained for the energy above the lowest of the compared OMol25 structures with the same formula, charge and spin is 45.07 kcal per mole. The calculation puts the HOMO-LUMO gap at 6.012 eV. As for the total charge: -1.

Positions of all 11 atoms, in Å:
C: 0.55 1.22 -0.71
S: 2.27 1.79 -0.54
H: -0.09 2.03 -0.39
H: 0.33 0.28 -0.12
H: 0.42 1.06 -1.78
H: 2.47 1.52 0.75
C: -1.20 -1.58 0.55
O: 0.09 -1.20 0.74
H: -1.50 -1.57 -0.52
H: -1.94 -0.95 1.08
H: -1.40 -2.61 0.93

Formally, the Löwdin partial charges of the atoms, in units of the elementary charge, are as follows: C -0.516; S 0.535; H 0.000; H -0.008; H 0.002; H -0.182; C -0.469; O -0.446; H 0.029; H 0.028; H 0.025



Entry from the Open Molecules 2025 dataset: C14H6BrN5O3S2 as an isolated structure at a distorted geometry (the ωB97M-V functional and the def2-TZVPD basis).

The value obtained for the energy above the lowest of the compared OMol25 structures with the same formula, charge and spin is 0.00 kcal per mole. The calculation puts the HOMO-LUMO gap at 7.280 eV. As for the total charge: 0.

Positions of all 31 atoms, in Å:
O: 1.41 0.55 2.82
O: 0.14 -0.51 -3.92
O: -1.94 -0.93 -3.33
Br: 3.01 -4.78 -2.42
N: -0.07 -0.29 1.32
N: -1.34 1.28 0.07
N: 1.18 -5.08 0.17
N: -0.60 -3.54 1.06
S: 0.32 -4.82 1.62
S: -1.98 -1.30 -0.31
C: 0.53 0.77 1.99
C: -1.03 -0.01 0.47
C: -0.88 2.32 0.74
C: -1.20 3.69 0.32
C: -0.49 4.77 0.82
C: 0.55 4.56 1.81
C: 0.79 3.31 2.34
C: 0.86 -2.91 -2.68
C: -0.23 -2.12 -2.31
C: 1.38 -3.91 -1.86
C: -0.70 -2.28 -0.98
C: 0.80 -4.12 -0.64
C: -0.19 -3.28 -0.16
N: -0.71 -1.11 -3.21
C: -0.15 2.15 2.04
H: -1.93 3.90 -0.44
H: -0.80 5.72 0.44
H: 1.22 5.42 1.99
H: 1.59 3.18 3.04
H: 1.35 -2.75 -3.64
H: -0.87 2.14 2.85

Formally, the Löwdin partial charges of the atoms, in units of the elementary charge, are as follows: O 0.082; O 0.075; O 0.063; Br 0.758; N 0.148; N 0.110; N -0.175; N -0.193; S 1.070; S 1.062; C -0.394; C -0.571; C -0.196; C -0.002; C -0.046; C -0.070; C 0.010; C -0.035; C -0.135; C -0.555; C -0.379; C -0.470; C -0.431; N -0.313; C -0.135; H 0.108; H 0.101; H 0.108; H 0.107; H 0.115; H 0.181



Entry from the Open Molecules 2025 dataset: one molecule with the formula C5H8N2 at a distorted geometry (the ωB97M-V functional and the def2-TZVPD basis).

The value obtained for the energy above the lowest of the compared OMol25 structures with the same formula, charge and spin is 96.51 kcal per mole. The calculation puts the HOMO-LUMO gap (spin up / spin down) at 7.808 / 7.455 eV. As for the total charge: 0.

Positions of all 15 atoms, in Å:
C: -0.49 -1.44 -2.01
N: -0.02 -0.70 -0.99
C: -0.14 -1.40 0.27
C: -0.11 -0.28 1.24
C: 0.25 0.81 0.50
C: 0.49 2.22 0.97
N: 0.31 0.56 -0.87
H: -0.08 -1.32 -3.00
H: -1.56 -1.63 -1.92
H: -0.87 -2.17 -0.14
H: 0.72 -2.08 0.39
H: -0.17 -0.34 2.32
H: 0.07 2.39 1.96
H: 0.05 2.94 0.27
H: 1.57 2.43 1.02

Formally, the Löwdin partial charges of the atoms, in units of the elementary charge, are as follows: C -0.015; N -0.253; C -0.155; C -0.020; C -0.342; C -0.045; N 0.127; H 0.045; H 0.063; H 0.128; H 0.137; H 0.099; H 0.076; H 0.077; H 0.078



Entry from the Open Molecules 2025 dataset: a 2-piece molecular cluster, C2H6N2O2 overall (the ωB97M-V functional and the def2-TZVPD basis).

The value obtained for the energy above the lowest of the compared OMol25 structures with the same formula, charge and spin is 23.02 kcal per mole. The calculation puts the HOMO-LUMO gap at 10.650 eV. Its SMILES is [H]/N=C/N.O=CO. As for the total charge: 0.

Positions of all 12 atoms, in Å:
H: -1.08 1.18 0.69
N: -0.76 0.96 -0.25
C: -1.29 -0.13 -0.64
N: -1.04 -0.64 -1.89
H: -1.87 -0.79 0.00
H: -0.70 0.05 -2.53
H: -1.77 -1.22 -2.25
O: 0.98 -0.65 2.51
C: 1.46 0.09 1.72
O: 2.41 -0.33 0.86
H: 1.16 1.14 1.61
H: 2.52 0.34 0.16

Formally, the Löwdin partial charges of the atoms, in units of the elementary charge, are as follows: H 0.035; N 0.052; C -0.381; N 0.066; H 0.122; H 0.087; H 0.078; O 0.078; C -0.438; O 0.071; H 0.119; H 0.110



Entry from the Open Molecules 2025 dataset: one molecule with the formula C6H10FN at a distorted geometry (the ωB97M-V functional and the def2-TZVPD basis).

The value obtained for the energy above the lowest of the compared OMol25 structures with the same formula, charge and spin is 69.71 kcal per mole. The calculation puts the HOMO-LUMO gap at 8.911 eV. Its SMILES is C=C(/C=C(/C)F)CN. As for the total charge: 0.

Positions of all 18 atoms, in Å:
C: -0.89 1.96 -0.05
C: -0.87 0.62 -0.19
C: 0.22 -0.23 -0.22
C: 1.58 -0.01 0.01
C: 2.80 -0.76 -0.14
F: 1.77 1.04 0.73
C: -2.08 -0.16 -0.28
N: -2.19 -1.15 0.71
H: -1.74 2.69 0.12
H: 0.10 2.49 -0.02
H: 0.09 -1.28 -0.67
H: 3.34 -0.87 0.71
H: 3.33 -0.03 -0.91
H: 2.67 -1.77 -0.45
H: -2.77 0.76 -0.07
H: -2.15 -0.46 -1.28
H: -1.65 -0.96 1.73
H: -1.57 -1.88 0.27

Formally, the Löwdin partial charges of the atoms, in units of the elementary charge, are as follows: C 0.065; C -0.412; C -0.047; C -0.375; C -0.012; F 0.097; C -0.356; N -0.020; H 0.083; H 0.068; H 0.135; H 0.046; H 0.151; H 0.085; H 0.134; H 0.111; H 0.180; H 0.064



Entry from the Open Molecules 2025 dataset: a 2-piece molecular cluster, C2H3OPS2 overall at a distorted geometry (the ωB97M-V functional and the def2-TZVPD basis).

The value obtained for the energy above the lowest of the compared OMol25 structures with the same formula, charge and spin is 28.60 kcal per mole. The calculation puts the HOMO-LUMO gap at 9.549 eV. Its SMILES is O=P(=S)S.C#C. As for the total charge: 0.

Positions of all 9 atoms, in Å:
O: -0.64 -1.55 1.32
P: -1.40 -1.20 0.17
S: -0.89 -1.54 -1.66
S: -3.27 -0.48 0.72
H: -2.84 -0.30 2.13
C: 2.19 1.79 -1.00
C: 2.23 0.87 -0.27
H: 2.18 2.35 -1.87
H: 2.45 0.05 0.46

Formally, the Löwdin partial charges of the atoms, in units of the elementary charge, are as follows: O -0.448; P -0.159; S 0.232; S 0.419; H -0.054; C -0.018; C -0.026; H -0.002; H 0.056